Entry 1:
Computed, not measured: a structure of composition C41H44InN9O3PS, with ωB97M-V/def2-TZVPD.

Geometry as XYZ:
```
100
C41H44InN9O3PS ωB97M-V/def2-TZVPD
C 0.82 5.91 -4.11
H 4.18 1.17 -9.24
C 4.76 3.21 -8.87
C -0.27 0.47 5.63
C -4.55 1.78 4.90
C -5.33 3.13 -2.97
H 0.77 -3.62 0.72
H 5.08 5.23 -8.21
H -7.68 3.03 4.72
H -5.61 3.20 6.11
C 2.28 -4.31 3.65
H 2.87 -12.04 4.80
C -1.30 5.56 -4.85
H 2.43 -6.30 4.46
S -6.26 0.46 -0.62
H 2.40 5.97 -5.57
C 2.64 2.65 -0.54
C 5.07 1.62 0.06
H 1.24 -7.31 2.53
H 4.73 -7.82 3.24
C -0.88 5.49 -6.18
H 1.94 -2.49 2.53
C 2.71 1.36 -0.02
H -5.95 2.27 -3.20
H -2.76 -3.67 -0.92
C 1.35 5.85 -5.40
H -1.50 -1.23 8.09
C 1.81 -3.56 2.58
C -0.71 -2.12 6.30
C 0.47 5.64 -6.45
C 4.03 2.06 -8.64
H -7.66 1.48 2.75
H -3.64 1.83 5.48
H 2.52 1.18 -7.38
H -5.11 6.47 -3.38
H -3.05 6.01 -2.04
H 1.81 0.78 0.13
C -4.87 5.46 -3.06
O 0.45 -1.64 0.18
H 5.49 3.26 -9.67
C -6.80 2.45 4.48
H 6.07 1.25 0.28
C -6.79 1.59 3.39
C -5.20 -0.54 0.03
In -2.85 -1.94 -0.85
C 2.08 -5.68 3.65
P -0.68 -0.76 -0.19
H 2.24 3.25 -6.04
C 5.00 -9.95 3.22
N -4.39 -1.23 0.56
C -5.65 2.55 5.25
C -1.04 -1.06 7.13
H -0.11 1.51 5.40
H 1.68 3.08 -0.80
C 2.75 -9.90 4.72
H 2.79 -3.82 4.47
C 2.95 3.21 -6.86
O -0.22 0.19 -1.44
H -0.90 -3.14 6.61
C 3.32 -11.13 4.43
C 4.90 2.90 -0.46
H 5.90 -9.92 2.61
N 3.71 3.41 -0.76
N -4.53 0.95 3.86
H -5.60 0.19 2.28
N 0.95 -5.54 1.53
N -0.47 5.77 -3.83
H -2.57 3.67 -1.38
C 0.10 -0.52 4.73
H 5.75 3.54 -0.64
C -0.12 -1.84 5.07
H -0.50 -0.25 -2.25
C 3.11 2.06 -7.60
C -5.64 0.86 3.12
C 4.47 -11.15 3.66
H 0.84 5.58 -7.47
H 0.54 -0.26 3.77
O -0.91 0.33 0.97
H 4.04 -0.16 0.68
C 3.95 0.84 0.28
C 1.15 -4.22 1.55
H 0.14 -2.64 4.39
H 4.95 -12.09 3.41
H -1.85 0.40 1.19
N -4.24 2.87 -2.26
C 4.35 -8.78 3.57
C -3.46 3.91 -1.95
H -2.34 5.45 -4.59
N 3.64 4.33 -7.07
H 1.48 6.07 -3.26
H 1.84 -9.84 5.31
N -0.82 0.22 6.81
H -3.31 -1.28 -2.42
N 3.24 -8.74 4.30
C -3.73 5.22 -2.32
H -6.60 4.55 -3.97
C -5.69 4.40 -3.39
C 1.41 -6.24 2.57
H -1.60 5.32 -6.97
C 4.53 4.31 -8.06
```

Computed properties:
frontier orbital gap	0.2867	hartree
total energy	-3237.045084	Ha
lowest unoccupied orbital energy	2.11	eV
largest force on an atom	0.0168	hartree/bohr
total charge	-1
HOMO energy	-5.69	eV



Entry 2:
Computed, not measured: a structure of composition C5H4MgNaO6 in a non-equilibrium geometry, with ωB97M-V/def2-TZVPD.

Geometry as XYZ:
```
17
C5H4MgNaO6 ωB97M-V/def2-TZVPD
C 0.58 -3.04 -0.77
H -1.67 -1.22 -1.30
O 1.61 -3.52 -0.25
O -2.43 0.77 4.04
H -0.75 -1.52 -2.40
C -2.63 1.04 5.17
H -1.00 1.31 -2.37
O -0.40 -3.71 -1.15
C -0.57 -1.08 -1.40
C -0.15 1.02 -1.73
Na 0.84 -6.07 -0.35
H 0.75 1.63 -1.76
Mg -1.97 0.54 2.11
O -2.85 1.33 6.25
O -1.07 0.77 0.43
O 0.66 -1.74 -1.15
C -0.37 0.35 -0.49
```

Computed properties:
frontier orbital gap (spin up / spin down)	0.1887 / 0.1857	hartree
total energy	-1006.030783	Ha
energy relative to the best compared isomer or geometry (same formula, charge and spin)	3.3337	eV
lowest unoccupied orbital energy (spin up / spin down)	-9.19 / -9.27	eV
largest force on an atom	0.0993	hartree/bohr
2S+1	2
total charge	+2
HOMO energy (spin up / spin down)	-14.33 / -14.33	eV



Entry 3:
Computed, not measured: a cluster of 4 separate species, C4H15NO4 in total, with ωB97M-V/def2-TZVPD.

Geometry as XYZ:
```
24
C4H15NO4 ωB97M-V/def2-TZVPD
O 0.06 -3.23 -0.13
H 0.49 1.56 -0.56
H -1.71 -2.30 -0.48
H -1.47 0.20 2.34
H -0.96 -1.18 1.86
H -3.18 1.03 -0.44
H 1.79 -1.98 -1.20
H 1.63 -0.32 0.73
C -0.61 -2.30 -0.54
H 1.93 1.72 -1.55
N -0.11 -1.18 -1.10
C 1.32 -1.00 -1.29
H 3.02 -0.14 -0.32
H -0.69 -0.38 -1.28
H -2.22 0.22 0.47
C 1.57 1.42 -0.56
H -1.36 1.91 1.10
C 1.94 -0.03 -0.28
H 1.50 -0.64 -2.30
O -1.77 -0.65 1.97
O -2.25 0.83 -0.30
O -0.90 2.04 1.95
H -0.01 2.31 1.74
H 1.99 2.10 0.18
```

Computed properties:
frontier orbital gap	0.3735	hartree
total energy	-517.149659	Ha
energy relative to the best compared isomer or geometry (same formula, charge and spin)	0.3515	eV
lowest unoccupied orbital energy	0.46	eV
largest force on an atom	0.0095	hartree/bohr
HOMO energy	-9.71	eV



Entry 4:
Computed, not measured: a cluster of 2 separate species, C18H19FI2O4P in total in a non-equilibrium geometry, with ωB97M-V/def2-TZVPD.

Geometry as XYZ:
```
45
C18H19FI2O4P ωB97M-V/def2-TZVPD
H -1.38 0.43 -2.21
C 2.24 -4.57 0.92
C -5.82 2.93 0.86
C 2.95 -3.76 0.05
C -1.37 1.04 -1.26
H 1.34 -4.21 1.41
C 3.83 -6.35 0.58
C -3.45 2.62 -0.74
H -5.19 5.07 1.18
O 0.88 -0.43 1.34
O -0.25 -1.52 -0.87
O -1.83 3.14 -2.46
C 2.69 -5.86 1.18
I -0.97 2.36 1.80
C 0.20 1.30 -0.99
C -3.72 3.92 -0.11
H -6.74 3.01 1.50
P 0.84 -0.32 -0.35
C -4.94 4.09 0.70
H 4.66 -3.62 -1.25
C 4.10 -4.25 -0.57
C -4.37 1.49 -0.58
H -1.02 -1.46 -0.28
I 2.06 4.65 1.37
H 0.15 3.40 -0.48
C 1.87 2.59 0.61
H 5.43 -5.92 -0.78
H -6.22 0.75 0.36
H -4.17 0.51 -1.06
H 3.79 3.09 -0.42
C -2.15 2.36 -1.60
H 2.61 -2.75 -0.16
H 1.97 1.95 1.52
H 4.17 -7.36 0.81
F 2.00 -6.64 2.04
C 2.99 2.29 -0.46
C 4.54 -5.54 -0.30
O 2.20 -0.67 -0.87
C -5.57 1.64 0.23
H 2.63 2.25 -1.51
H -0.02 -0.65 1.63
C 0.39 2.44 0.07
H -1.88 0.49 -0.43
H -2.99 4.75 -0.25
H 3.51 1.34 -0.16
```

Computed properties:
frontier orbital gap	0.2379	hartree
total energy	-2034.936218	Ha
lowest unoccupied orbital energy	2.42	eV
largest force on an atom	0.0612	hartree/bohr
total charge	-1
HOMO energy	-4.06	eV



Entry 5:
Computed, not measured: the molecule C5H8N2O in a non-equilibrium geometry, with ωB97M-V/def2-TZVPD.

Geometry as XYZ:
```
16
C5H8N2O ωB97M-V/def2-TZVPD
H -1.73 -2.98 -0.62
C 0.03 -0.21 -0.20
C 0.52 1.79 0.58
H -0.27 -2.61 0.28
C 0.43 1.16 -0.82
H 1.50 2.17 0.88
H -0.24 2.55 0.76
H -0.38 1.55 -1.43
H -0.26 0.22 2.13
H 1.36 1.13 -1.39
O -2.00 -0.57 -1.38
C -1.10 -1.04 -0.71
C 0.16 0.43 1.15
N -1.03 -2.33 -0.32
H 1.98 -0.48 0.45
N 1.03 -0.78 0.65
```

Computed properties:
frontier orbital gap	0.3913	hartree
total energy	-380.029330	Ha
energy relative to the best compared isomer or geometry (same formula, charge and spin)	1.6013	eV
lowest unoccupied orbital energy	1.06	eV
largest force on an atom	0.0402	hartree/bohr
HOMO energy	-9.59	eV



Entry 6:
Computed, not measured: a structure of composition C29H24NO4OsS2Te, with ωB97M-V/def2-TZVPD.

Geometry as XYZ:
```
62
C29H24NO4OsS2Te ωB97M-V/def2-TZVPD
H -6.57 1.11 -2.81
H 4.36 1.71 -5.93
C 2.22 2.18 -0.12
C -1.29 -2.43 -0.03
H -1.46 0.80 6.69
H -2.39 -4.10 -1.77
H 0.85 0.29 -2.27
C -2.04 -5.98 -0.78
S -2.08 0.22 -2.70
C 1.46 2.00 -1.42
C -1.98 -4.60 -0.91
H -2.51 -6.57 -1.55
Te -0.64 1.75 1.74
C 3.79 1.79 -5.02
C -0.99 -0.90 3.25
H 4.14 2.70 3.21
H -0.85 -1.37 2.29
N -1.23 -1.29 -0.13
C 3.21 1.28 1.89
C 3.60 2.55 2.28
O 0.57 4.18 -1.86
H -1.52 -1.66 6.51
C 2.53 1.09 0.69
H 3.62 4.63 1.76
C 2.44 2.13 -5.08
C 1.71 2.25 -3.91
H -6.28 -0.02 -1.46
H 2.22 0.10 0.40
O -0.85 2.65 -1.10
H -1.22 -2.75 4.31
O 0.85 0.64 -1.36
H -1.09 2.18 4.69
C -0.96 0.49 3.36
C 3.31 3.64 1.46
H 1.97 2.33 -6.03
C -1.12 1.10 4.60
H -0.32 -3.88 1.98
H 4.13 1.48 -1.67
C -0.81 -4.47 1.22
C -1.19 -1.67 4.39
C -1.33 0.33 5.73
H 5.44 1.29 -3.75
C 2.31 2.00 -2.67
Os -1.09 0.71 -0.50
H 3.44 0.42 2.51
H -1.54 -7.67 0.43
S -3.43 0.90 -0.29
O -4.66 0.48 -2.63
H -5.75 1.68 -1.33
C -5.90 0.84 -2.00
C 0.32 3.06 -1.48
C 3.66 1.65 -2.62
H 0.67 2.56 -3.96
H 2.39 4.31 -0.36
C -1.36 -3.85 0.10
C -0.88 -5.85 1.33
C -1.49 -6.60 0.34
H -0.45 -6.34 2.19
C -3.56 0.52 -1.94
C 2.62 3.46 0.27
C 4.39 1.55 -3.80
C -1.36 -1.05 5.62
```

Computed properties:
frontier orbital gap (spin up / spin down)	0.2057 / 0.2039	hartree
total energy	-2630.072227	Ha
energy relative to the best compared isomer or geometry (same formula, charge and spin)	0.0000	eV
lowest unoccupied orbital energy (spin up / spin down)	-5.38 / -5.42	eV
largest force on an atom	0.0177	hartree/bohr
total charge	+1
HOMO energy (spin up / spin down)	-10.98 / -10.97	eV



Entry 7:
Computed, not measured: a structure of composition C2H2O4S2 in a non-equilibrium geometry, with ωB97M-V/def2-TZVPD.

Geometry as XYZ:
```
10
C2H2O4S2 ωB97M-V/def2-TZVPD
O 2.53 1.06 1.91
H 0.31 0.44 -1.73
H -1.09 -2.61 -1.70
O 0.68 1.61 0.62
S 1.77 0.62 0.76
O -0.28 -0.59 1.30
S -1.21 0.44 0.86
O -1.90 1.16 1.86
C -0.15 -0.52 -1.98
C -0.66 -1.62 -1.90
```

Computed properties:
frontier orbital gap	0.3193	hartree
total energy	-1174.606409	Ha
energy relative to the best compared isomer or geometry (same formula, charge and spin)	0.0000	eV
lowest unoccupied orbital energy	-2.24	eV
largest force on an atom	0.0731	hartree/bohr
HOMO energy	-10.93	eV



Entry 8:
Computed, not measured: a structure of composition C12H29LuNO2S2 in a non-equilibrium geometry, with ωB97M-V/def2-TZVPD.

Geometry as XYZ:
```
47
C12H29LuNO2S2 ωB97M-V/def2-TZVPD
C 1.74 0.76 2.70
C 0.34 0.38 3.21
H -2.63 -3.35 -0.37
C 3.56 0.32 -1.21
S -0.70 -2.06 -0.08
H 4.00 1.49 0.52
H 3.55 -0.68 -1.65
H 3.34 -1.58 2.49
H -0.12 1.16 3.82
H -2.98 3.51 -0.46
C -0.46 -2.36 -1.86
H 2.48 0.61 3.49
H -1.91 0.03 3.65
H 3.28 1.14 -1.88
H -2.15 1.01 -2.62
H 0.62 -2.47 -2.07
S -0.86 2.51 -0.18
H -1.23 3.32 -2.30
C -1.03 -1.26 -2.72
H 0.56 -0.01 -2.93
N -0.30 0.00 -2.34
H -2.11 -1.14 -2.56
H 0.43 2.67 -2.21
C -2.69 2.50 -0.11
H 1.84 -2.15 1.53
C 4.03 0.53 0.03
Lu 0.63 0.27 0.12
C -2.53 -2.35 0.04
O 2.16 -0.08 1.49
H -2.66 0.31 2.05
H -2.89 -2.34 1.07
C -1.07 1.20 -2.77
C -1.87 -0.22 2.58
C -0.63 2.45 -2.02
H -0.90 1.37 -3.84
H -3.14 1.74 -0.76
H -3.04 2.36 0.91
H 0.39 -0.56 3.78
C 2.72 -1.46 1.58
H 1.81 1.82 2.38
H 4.55 -0.25 0.61
H -0.95 -3.32 -2.00
H -1.98 -1.30 2.48
H -0.87 -1.46 -3.79
H 3.33 -1.63 0.66
H -3.09 -1.62 -0.55
O -0.59 0.18 2.07
```

Computed properties:
frontier orbital gap	0.3521	hartree
total energy	-2710.733284	Ha
lowest unoccupied orbital energy	-10.17	eV
largest force on an atom	0.0508	hartree/bohr
total charge	+3
HOMO energy	-19.75	eV



Which formula does entry 2 have? C5H4MgNaO6